A structure of composition C31H32N3O2PdS2Si, computed with ωB97M-V with the def2-TZVPD basis set.

Last column: Löwdin spin population.
Positions of all 72 atoms, in Å:
Pd1 10.2198 11.9408 8.9183  1.17
C1 10.6255 11.7512 13.3961  0.01
C2 10.1733 12.2084 12.0106  0.00
N1 10.8900 11.9354 10.9036  0.16
N2 12.1409 11.4600 11.0799  0.02
C3 12.8795 11.5121 9.9790  0.02
S1 12.3885 12.2166 8.4915  0.16
S2 14.5614 10.8875 9.9850  0.01
C4 15.1789 12.4233 10.8284  0.00
C5 15.0803 12.3374 12.3038  0.00
C6 14.9852 13.5117 13.1055  0.00
C7 14.6491 13.4633 14.4432  0.00
C8 14.3798 12.2283 15.0611  0.00
C9 14.5840 11.0680 14.3696  0.00
C10 14.8477 11.1347 13.0081  0.00
C11 8.9848 13.0700 11.8958  0.01
C12 7.9432 13.0512 12.8589  -0.01
C13 6.6292 13.5361 12.5371  0.02
C14 6.4283 14.1766 11.3099  0.00
C15 7.5219 14.5669 10.5412  0.02
C16 8.7590 13.8884 10.6681  0.00
O1 9.5746 13.9350 9.7279  0.12
H1 11.5341 11.1390 13.2010  0.00
H2 11.0254 12.5648 14.0086  0.00
H3 9.7792 11.2306 13.8657  0.00
H4 16.2763 12.4367 10.5056  0.00
H5 14.6236 13.2952 10.3504  0.00
H6 15.2916 14.4530 12.6258  0.00
H7 14.5825 14.3663 15.0308  0.00
H8 14.1282 12.1790 16.1137  0.00
H9 14.4563 10.1184 14.8274  0.00
H10 14.8655 10.2068 12.4627  0.00
H11 8.0556 12.6427 13.8828  0.00
H12 5.8719 13.3990 13.3103  0.00
H13 5.4489 14.4271 10.9742  0.00
H14 7.3511 15.3160 9.8098  0.00
C17 6.2989 10.8566 6.5928  0.01
Si1 7.8456 11.8855 7.0224  0.03
C18 9.3041 11.5709 5.8237  0.02
C19 7.4279 13.6633 6.9822  0.00
N3 8.2636 11.4375 8.6727  0.11
C20 8.0386 10.2559 9.2706  0.01
C21 7.1108 10.0793 10.4081  0.03
C22 7.3704 9.0554 11.3217  0.00
C23 8.3162 8.0464 11.0160  0.03
C24 9.1904 8.2137 9.9390  0.00
C25 8.8730 9.1481 8.9710  0.03
O2 9.2895 9.0106 7.6623  0.01
C26 10.5666 8.4531 7.3178  0.00
C27 11.7817 8.8207 7.9088  0.01
C28 13.0073 8.3610 7.3109  0.00
C29 13.0072 7.6267 6.1561  0.00
C30 11.7765 7.2222 5.6369  0.00
C31 10.5492 7.6546 6.1572  0.00
H15 5.7136 11.4967 5.8731  0.00
H16 5.7250 10.5554 7.4646  0.00
H17 6.5335 9.9669 5.9734  0.00
H18 8.9923 11.8386 4.7962  0.00
H19 9.7022 10.5729 5.8829  0.00
H20 10.1003 12.2896 5.9739  0.01
H21 7.3864 13.9829 5.9624  0.00
H22 8.1698 14.1921 7.5741  0.00
H23 6.4812 13.9610 7.4520  0.00
H24 6.3655 10.8975 10.5637  0.00
H25 6.7931 9.0024 12.2547  0.00
H26 8.3591 7.1503 11.5946  0.00
H27 10.0548 7.5970 9.8280  0.00
H28 11.7605 9.5195 8.7422  0.00
H29 13.9404 8.6615 7.8377  0.00
H30 13.9551 7.2660 5.7054  0.00
H31 11.7810 6.7966 4.6361  0.00
H32 9.6022 7.3573 5.6565  0.00

Properties
- gap between HOMO and LUMO (spin up / spin down) (eV) = 6.39 / 6.21
- largest force on an atom (Eh/bohr) = 0.060
- relative energy (zero: lowest compared OMol25 entry of this formula, charge and spin) (kcal/mol) = 28.7
- 2S+1 = 3
- net charge = -1
- HOMO energy (spin up / spin down) (eV) = -3.90 / -4.15
- ⟨S²⟩ = 2.014